Entry 1:
Density functional theory data (wB97M-V/def2-TZVPD) for a molecular structure, C29H40HfN4OSSi3.

Each line ends with the Löwdin charge.
CARTESIAN COORDINATES (ANGSTROEM)
Hf  -0.101  0.249  0.233  1.6687
C  -1.721  -2.569  -0.964  -0.1635
Si  -0.938  -1.631  -2.398  0.3732
C  -2.057  -1.726  -3.871  -0.1531
C  0.668  -2.494  -2.759  -0.1663
C  -0.665  0.173  -1.863  -0.6153
Si  0.778  1.008  -2.729  0.3662
C  2.325  0.279  -1.903  -0.1628
C  0.785  0.782  -4.561  -0.1449
C  0.795  2.856  -2.411  -0.1700
Si  -2.251  1.157  -1.858  0.4323
C  -3.661  0.205  -1.093  -0.1519
C  -2.744  1.961  -3.443  -0.1396
C  -1.999  2.520  -0.520  -0.2728
C  -2.830  3.632  -0.435  -0.0273
C  -2.687  4.529  0.609  -0.0034
C  -1.722  4.292  1.581  -0.0162
C  -0.940  3.167  1.472  -0.1109
N  -1.067  2.302  0.449  -0.0902
H  -1.544  -3.638  -1.114  0.0544
H  -2.798  -2.418  -0.899  0.0308
H  -1.297  -2.358  0.026  -0.0030
H  -2.195  -2.769  -4.167  0.0549
H  -1.629  -1.194  -4.724  0.0415
H  -3.046  -1.309  -3.674  0.0296
H  0.433  -3.526  -3.034  0.0553
H  1.323  -2.537  -1.885  0.0279
H  1.229  -2.061  -3.588  0.0293
H  2.655  -0.609  -2.443  0.0415
H  2.224  -0.073  -0.857  -0.0045
H  3.151  0.993  -1.885  0.0515
H  0.832  -0.267  -4.858  0.0324
H  1.645  1.294  -5.001  0.0560
H  -0.119  1.217  -4.993  0.0451
H  0.599  3.173  -1.385  0.0056
H  0.047  3.355  -3.034  0.0405
H  1.768  3.261  -2.706  0.0555
H  -4.006  -0.627  -1.708  0.0374
H  -4.510  0.876  -0.935  0.0543
H  -3.379  -0.202  -0.116  0.0180
H  -2.720  1.238  -4.260  0.0434
H  -2.081  2.788  -3.703  0.0390
H  -3.764  2.347  -3.377  0.0523
H  -3.577  3.798  -1.201  0.1201
H  -3.320  5.404  0.673  0.1298
H  -1.582  4.967  2.413  0.1238
H  -0.183  2.938  2.210  0.1077
S  -0.505  -2.420  3.661  1.2548
C  -2.061  -1.951  3.540  -0.2915
C  -2.339  -0.823  2.693  -0.1266
C  -1.237  -0.335  2.101  -0.1723
C  0.055  -0.958  2.578  -0.6303
C  1.862  0.915  2.731  -0.1860
C  2.973  1.443  3.374  0.0253
C  3.788  2.358  2.735  0.0105
C  3.484  2.748  1.440  -0.0041
C  2.374  2.197  0.849  -0.1106
N  1.577  1.302  1.466  -0.0087
H  -2.829  -2.505  4.072  0.1044
H  -3.356  -0.509  2.498  0.1150
H  3.209  1.120  4.378  0.1294
H  4.654  2.761  3.244  0.1333
H  4.091  3.458  0.897  0.1290
H  2.095  2.476  -0.158  0.0850
N  1.085  0.381  6.475  0.1784
C  1.477  -0.828  5.960  -0.5133
O  1.662  -1.801  6.652  0.0946
C  1.710  -0.885  4.476  -0.2344
C  2.509  -1.850  4.005  -0.0299
C  2.743  -2.186  2.606  -0.0376
C  1.995  -1.941  1.510  -0.1492
N  0.749  -1.350  1.396  -0.1638
C  0.933  -0.024  3.521  -0.1576
H  1.068  0.429  7.483  0.1244
H  1.316  1.239  6.002  0.0931
H  3.029  -2.452  4.742  0.1388
H  3.647  -2.749  2.410  0.1148
H  2.396  -2.273  0.558  0.1119
H  0.231  0.609  4.072  0.1512

Force components x, y, z for each atom (eV/Å):
0.49 0.51 0.68
-0.02 -0.11 0.13
-0.12 0.08 0.19
-0.08 0.01 -0.20
0.17 -0.08 -0.03
-0.08 -0.02 0.22
-0.16 0.05 0.14
0.02 -0.06 0.14
0.13 -0.14 -0.19
-0.02 0.16 -0.04
0.08 -0.07 0.16
-0.16 -0.04 0.02
0.01 0.11 -0.20
-0.08 -0.07 0.06
0.13 0.06 -0.02
-0.04 0.04 0.00
-0.01 0.06 0.05
-0.02 -0.03 -0.11
-0.01 -0.13 -0.19
-0.05 0.02 -0.04
0.00 -0.02 -0.01
0.02 0.03 -0.02
-0.01 0.02 -0.01
-0.03 -0.03 -0.01
0.00 -0.01 -0.04
0.03 0.01 0.01
0.01 -0.03 -0.01
0.01 -0.04 0.02
0.01 0.02 -0.02
0.03 0.02 0.00
0.01 -0.02 -0.01
0.00 0.05 -0.05
-0.03 -0.01 -0.03
0.02 0.00 0.00
0.01 0.02 -0.01
0.03 0.00 0.02
-0.03 0.01 -0.01
-0.01 0.02 0.00
0.00 -0.02 0.00
-0.03 0.00 0.01
-0.02 0.02 0.01
-0.04 -0.01 -0.05
0.02 0.02 -0.02
0.00 0.00 0.00
0.00 -0.01 0.00
-0.01 0.00 -0.01
-0.01 0.00 0.01
0.17 -0.07 0.04
-0.28 0.18 0.03
-0.14 -0.14 0.10
0.52 -0.13 -0.40
-0.02 -0.12 0.29
-0.09 0.04 -0.06
0.00 -0.02 0.11
0.05 0.03 0.01
0.02 0.04 -0.01
-0.03 -0.01 0.09
-0.28 -0.22 -0.16
0.02 -0.01 -0.02
0.00 -0.03 0.00
0.00 -0.01 -0.01
0.00 -0.01 0.00
0.00 0.00 0.02
0.00 -0.02 -0.02
-0.12 -0.04 -0.05
0.55 0.19 0.10
-0.21 -0.07 0.00
-0.21 0.03 0.03
0.11 -0.20 -0.28
0.13 0.02 0.28
-0.16 0.04 -0.08
-0.14 0.10 -0.31
0.01 0.07 -0.25
-0.02 0.00 -0.01
-0.04 -0.01 -0.01
-0.01 0.00 -0.02
0.00 0.00 0.04
-0.03 0.01 -0.03
0.01 0.01 0.05

Total charge = +2
Strongest force on any atom = 0.0191 Eh/bohr
HOMO energy = -13.6 eV

***

Entry 2:
Density functional theory data (wB97M-V/def2-TZVPD) for 11 unconnected molecules or ions with the total composition C31H81N7O30P4.

Each line ends with the Löwdin charge.
CARTESIAN COORDINATES (ANGSTROEM)
C  -3.856  -2.113  1.776  -0.0628
C  -3.165  -2.335  0.444  -0.2576
O  -4.063  -2.727  -0.596  -0.1633
P  -4.544  -4.238  -0.647  0.4175
O  -3.592  -5.283  -0.252  -0.2230
O  -5.875  -4.128  0.266  -0.2002
C  -6.558  -5.292  0.737  -0.2589
C  -8.063  -5.115  0.483  -0.0745
O  -5.085  -4.351  -2.154  -0.1973
C  -5.423  -5.626  -2.734  -0.2467
C  -5.533  -5.310  -4.229  -0.0622
H  -3.100  -1.776  2.486  0.0527
H  -4.510  -1.248  1.629  0.0714
H  -4.438  -2.904  2.245  0.0761
H  -2.864  -1.307  0.242  0.0896
H  -2.343  -3.049  0.498  0.1113
H  -6.222  -6.221  0.280  0.1112
H  -6.374  -5.290  1.813  0.1185
H  -8.494  -6.109  0.641  0.0735
H  -8.639  -4.454  1.131  0.0710
H  -8.316  -4.779  -0.523  0.0742
H  -4.574  -6.285  -2.532  0.1137
H  -6.346  -6.045  -2.328  0.1133
H  -4.912  -4.496  -4.582  0.0762
H  -5.332  -6.225  -4.796  0.0754
H  -6.582  -5.091  -4.439  0.0732
C  -0.564  -1.120  6.287  -0.0530
C  -1.371  -1.608  5.076  -0.2424
O  -0.580  -2.392  4.169  -0.1619
P  0.088  -1.745  2.922  0.3885
O  -0.749  -0.830  2.110  -0.2350
O  1.391  -0.996  3.494  -0.2105
C  2.351  -1.718  4.288  -0.2415
C  3.609  -1.872  3.421  -0.0433
O  0.702  -2.975  2.139  -0.1727
C  1.000  -2.912  0.720  -0.2257
C  1.686  -4.205  0.313  -0.0486
H  -1.290  -0.777  7.022  0.0832
H  -0.044  -1.979  6.712  0.0838
H  0.172  -0.386  5.963  0.0609
H  -2.178  -2.234  5.450  0.1210
H  -1.803  -0.761  4.541  0.1035
H  2.427  -1.109  5.189  0.1066
H  2.024  -2.714  4.592  0.1154
H  4.109  -2.823  3.603  0.0826
H  3.386  -1.802  2.359  0.0649
H  4.297  -1.064  3.679  0.0595
H  0.066  -2.755  0.184  0.1019
H  1.678  -2.074  0.554  0.1046
H  1.134  -5.122  0.525  0.0847
H  1.853  -4.159  -0.764  0.0687
H  2.634  -4.398  0.820  0.0752
C  4.023  -1.133  -5.341  -0.0595
C  3.842  -2.066  -4.159  -0.2527
O  2.459  -2.021  -3.762  -0.1809
P  1.548  -3.308  -4.006  0.4097
O  2.247  -4.604  -3.986  -0.2315
O  0.384  -3.125  -2.947  -0.1672
C  -0.507  -2.011  -2.977  -0.2580
C  -1.809  -2.279  -3.739  -0.0471
O  0.776  -2.996  -5.382  -0.1858
C  1.115  -3.614  -6.626  -0.2622
C  1.200  -2.618  -7.775  -0.0685
H  5.067  -1.187  -5.669  0.0819
H  3.319  -1.416  -6.117  0.0536
H  3.958  -0.071  -5.097  0.0686
H  4.207  -3.067  -4.386  0.1120
H  4.405  -1.688  -3.304  0.1149
H  -0.827  -1.826  -1.952  0.0855
H  0.026  -1.117  -3.303  0.1151
H  -1.676  -2.166  -4.818  0.0701
H  -2.227  -3.267  -3.552  0.0803
H  -2.583  -1.536  -3.537  0.0585
H  1.995  -4.248  -6.515  0.1105
H  0.294  -4.286  -6.886  0.1191
H  1.695  -3.110  -8.615  0.0790
H  0.186  -2.347  -8.063  0.0774
H  1.791  -1.724  -7.585  0.0574
C  4.453  1.324  6.094  -0.0738
C  3.676  2.025  4.992  -0.2695
O  4.507  2.100  3.814  -0.1595
P  3.928  2.972  2.604  0.4329
O  2.453  3.092  2.572  -0.2261
O  4.657  4.375  2.735  -0.1535
C  4.616  5.352  1.718  -0.2876
C  5.793  6.303  1.853  -0.0676
O  4.664  2.348  1.329  -0.1667
C  4.068  1.220  0.663  -0.2618
C  5.107  0.111  0.714  -0.0540
H  4.970  0.409  5.811  0.0710
H  5.212  1.986  6.525  0.0772
H  3.843  1.166  6.986  0.0802
H  2.841  1.376  4.722  0.0923
H  3.267  2.949  5.394  0.1126
H  4.444  4.948  0.716  0.1144
H  3.734  6.001  1.773  0.0996
H  5.624  6.828  2.794  0.0779
H  6.764  5.808  1.931  0.0759
H  5.931  7.003  1.031  0.0768
H  3.105  0.911  1.077  0.0988
H  3.790  1.498  -0.354  0.0926
H  5.124  -0.279  1.730  0.0507
H  4.886  -0.729  0.052  0.0775
H  6.069  0.510  0.397  0.0827
C  3.201  3.984  -4.008  0.0638
N  2.540  3.513  -2.755  -0.4292
O  3.261  3.427  -1.779  0.0602
O  1.361  3.258  -2.801  0.0725
H  4.133  4.456  -3.722  0.0970
H  2.489  4.551  -4.598  0.0987
H  3.440  3.054  -4.527  0.0984
C  0.356  2.028  0.270  0.0430
N  0.166  0.806  -0.560  -0.4062
O  -0.962  0.467  -0.855  0.0422
O  1.190  0.214  -0.815  0.0689
H  0.285  1.631  1.283  0.0910
H  -0.478  2.692  0.066  0.0683
H  1.318  2.458  0.024  0.0772
C  -0.918  6.049  2.834  0.0588
N  0.102  5.732  1.791  -0.4060
O  1.199  6.223  1.853  0.0876
O  -0.225  4.922  0.928  0.0192
H  -0.448  6.390  3.752  0.1026
H  -1.382  5.088  3.033  0.0563
H  -1.618  6.791  2.465  0.1071
C  -0.352  2.533  4.121  0.0445
N  -0.345  3.120  5.505  -0.4374
O  -1.361  3.637  5.903  0.0700
O  0.731  3.098  6.074  0.0582
H  -0.070  3.406  3.537  0.0732
H  -1.370  2.254  3.865  0.0843
H  0.359  1.722  4.012  0.0786
C  -1.269  5.463  -1.850  0.0344
N  -1.263  5.446  -3.339  -0.4347
O  -0.301  5.981  -3.867  0.0460
O  -2.130  4.811  -3.905  0.0666
H  -0.451  4.846  -1.493  0.0715
H  -2.215  5.119  -1.446  0.0766
H  -1.119  6.523  -1.651  0.1033
C  -3.453  1.411  1.218  0.0482
N  -3.134  2.842  0.983  -0.4147
O  -3.301  3.292  -0.136  0.0633
O  -2.772  3.515  1.932  0.0479
H  -2.529  1.045  1.665  0.0836
H  -3.682  0.903  0.287  0.0852
H  -4.355  1.368  1.824  0.1094
C  -3.341  1.661  -3.013  0.0342
N  -3.725  1.064  -4.299  -0.4457
O  -3.147  1.433  -5.302  0.0692
O  -4.522  0.136  -4.277  0.0459
H  -2.474  1.057  -2.726  0.0846
H  -4.107  1.451  -2.275  0.0911
H  -2.971  2.679  -3.037  0.0748

Force components x, y, z for each atom (eV/Å):
-0.23 0.47 0.42
-0.22 0.27 0.90
-0.26 -0.56 -0.56
-1.00 0.21 -0.24
-0.19 0.17 0.05
0.97 -0.11 -0.72
-1.12 1.02 0.39
-0.24 -0.73 0.04
0.04 0.52 1.38
1.37 0.72 -0.80
-1.19 -1.28 0.07
0.12 -0.10 -0.01
-0.29 -0.18 0.16
0.12 -0.28 -0.36
0.71 -0.43 -0.81
0.10 0.22 -0.04
0.30 0.13 -0.02
0.02 -0.52 -0.03
-0.21 0.05 -0.18
0.62 0.19 0.34
0.39 -0.23 -0.18
-0.25 -0.19 0.03
0.02 0.15 0.08
0.22 0.00 0.28
0.19 0.15 -0.06
0.12 0.36 -0.16
-0.19 -0.86 -0.90
0.03 0.48 0.72
-0.37 -0.75 0.39
1.15 0.90 -1.51
0.41 -0.19 0.63
-1.18 0.08 -0.13
0.21 -0.26 -0.69
0.33 0.42 0.95
-0.61 -0.11 0.78
0.37 -0.51 0.23
0.01 -0.29 -0.04
0.26 0.45 0.07
0.06 0.06 0.08
-0.10 0.27 0.37
0.00 -0.21 -0.35
-0.06 -0.05 -0.09
0.62 -0.14 -0.01
-0.50 0.15 -0.13
0.01 0.03 0.06
-0.25 -0.03 0.05
0.15 -0.06 -0.22
0.06 0.06 -0.09
-0.15 0.13 -0.13
-0.56 0.32 -0.09
0.10 -0.09 0.01
0.14 0.58 -0.02
0.89 0.02 0.19
0.25 1.16 0.14
-0.02 -0.81 0.15
-0.69 -0.20 -0.49
-0.26 0.72 0.18
0.76 -0.54 -0.37
-1.39 0.50 0.48
0.35 0.31 -1.12
0.33 0.15 0.39
-0.16 -0.37 -0.38
0.18 -0.20 0.09
-0.16 -0.46 -0.38
0.18 0.21 -0.26
-0.70 -0.10 0.24
-0.41 -0.15 0.04
0.01 -0.14 0.02
0.50 -0.10 0.16
-0.10 -0.02 -0.18
0.22 -0.32 -0.01
0.13 0.00 0.24
0.11 0.01 0.57
0.16 0.24 0.07
0.01 -0.14 0.22
-0.21 -0.10 -0.08
0.11 0.28 -0.12
-0.13 0.03 0.30
0.66 0.84 0.81
-0.20 -1.75 0.71
-0.32 1.11 -0.28
-0.06 0.41 -0.40
0.60 -0.48 -0.11
0.24 -0.74 0.50
-0.71 1.51 -1.50
0.57 -0.52 0.48
-0.95 0.47 0.68
0.00 -0.72 -0.67
-0.44 -0.10 -0.17
-0.28 -0.09 -0.22
0.22 0.06 -0.46
-0.45 -0.36 -0.36
-0.24 0.24 -0.03
0.24 0.37 -0.59
0.76 -0.59 0.10
-0.22 -0.35 0.74
0.27 0.30 -0.12
-0.17 -0.32 0.08
-0.59 0.08 -0.03
0.18 0.12 0.56
0.43 0.27 -0.03
0.47 0.06 0.00
-0.28 0.10 -0.05
0.09 -0.01 0.26
0.01 -0.91 -0.03
0.49 0.69 -0.19
-0.33 -0.21 0.17
-0.24 -0.20 0.22
-0.17 0.34 -0.08
0.09 0.21 0.15
-0.03 0.10 -0.16
-0.72 -0.25 -0.09
0.41 0.63 0.49
0.04 -0.09 -0.17
-0.10 -0.68 -0.47
0.26 0.27 0.11
0.10 0.07 0.01
0.00 0.03 0.19
0.13 -0.55 0.49
0.08 -0.65 -0.46
0.15 0.52 0.23
-0.14 0.52 0.42
0.33 0.20 -0.29
-0.47 0.24 -0.13
-0.01 -0.14 -0.22
-0.52 0.58 0.09
0.68 -0.72 -0.68
-0.12 0.12 0.26
-0.33 0.10 0.36
0.27 -0.36 -0.39
0.01 -0.02 0.12
0.16 0.14 0.18
-0.28 0.81 -0.09
0.67 -1.07 0.17
-0.65 -0.04 -0.07
0.07 0.39 -0.20
0.14 0.14 -0.14
-0.04 -0.09 -0.25
0.21 -0.19 0.53
0.34 -0.02 -0.11
-0.68 0.80 -0.46
0.15 -0.18 0.08
-0.04 -0.54 -0.06
-0.40 -0.57 0.28
0.32 0.26 -0.20
0.34 0.08 0.47
0.84 -0.72 1.00
-0.10 -0.43 -0.85
-0.08 0.23 0.25
0.11 0.49 0.25
-0.04 -0.01 0.08
-0.20 0.28 -0.18
-0.51 0.15 -0.56

Strongest force on any atom = 0.0436 Eh/bohr
HOMO energy = -10.3 eV

***

Entry 3:
Density functional theory data (wB97M-V/def2-TZVPD) for a molecular structure, C19H23Cl5NPTc.

Each line ends with the Löwdin charge.
CARTESIAN COORDINATES (ANGSTROEM)
C  -2.621  0.578  -3.520  -0.0272
C  -2.243  -0.657  -3.036  -0.0326
C  -1.464  -0.815  -1.876  -0.2547
C  -1.088  0.328  -1.110  -0.1326
C  -1.365  1.562  -1.733  -0.3724
C  -2.178  1.702  -2.849  -0.0192
C  -1.267  -2.262  -1.547  -0.1526
C  0.124  -2.923  -1.406  -0.1361
N  1.305  -2.164  -1.234  -0.1057
Tc  -0.291  0.746  0.994  0.9730
C  -0.731  2.779  -1.198  -0.2556
P  0.812  2.108  -0.369  0.7379
H  -2.544  -1.571  -3.589  0.1336
H  -2.406  2.695  -3.239  0.1348
H  -3.206  0.633  -4.437  0.1304
H  -1.339  3.268  -0.427  0.1103
H  -0.392  3.472  -1.977  0.1168
H  -1.834  -2.482  -0.630  0.0446
H  -1.752  -2.837  -2.357  0.1232
H  0.043  -3.593  -0.546  0.1197
C  1.319  3.594  0.514  -0.2546
C  2.035  2.064  -1.709  -0.1995
H  0.271  -3.528  -2.310  0.1656
C  1.845  -1.398  -2.315  0.0071
C  2.174  -2.497  -0.134  0.0097
H  0.051  2.107  1.922  0.0294
H  2.359  -2.062  -3.038  0.1469
H  1.036  -0.863  -2.842  0.1121
H  2.581  -0.680  -1.928  0.0920
H  2.869  -3.321  -0.410  0.1485
H  2.781  -1.627  0.145  0.1106
H  1.588  -2.844  0.737  0.1049
H  2.216  3.107  -1.992  0.0725
H  2.968  1.618  -1.347  0.0596
H  1.673  1.513  -2.582  0.0537
H  1.432  4.359  -0.266  0.0718
H  0.538  3.862  1.234  0.0548
H  2.256  3.372  1.041  0.0723
H  0.839  1.656  1.825  -0.0262
Cl  -1.381  -2.203  1.616  0.7817
C  -1.033  -1.346  3.068  -0.7065
C  -0.331  -0.138  3.004  -0.2787
C  0.091  0.448  4.205  -0.6776
Cl  1.312  1.685  4.226  0.7098
C  -0.441  0.014  5.447  -0.6869
Cl  -0.143  0.881  6.896  0.7466
C  -1.198  -1.177  5.485  -0.6882
Cl  -1.743  -1.784  6.968  0.7819
C  -1.427  -1.908  4.290  -0.7028
Cl  -2.100  -3.473  4.335  0.7538

Force components x, y, z for each atom (eV/Å):
-0.17 0.13 -0.13
0.23 -0.66 -0.12
-0.34 0.14 -0.11
0.70 0.27 -0.39
-0.74 -0.23 -0.23
-0.08 0.00 -0.61
-0.76 -0.31 0.10
-0.50 -0.95 0.40
0.60 -0.05 0.19
-2.26 -4.59 1.60
1.16 -0.08 0.80
-0.20 3.43 -1.92
0.20 0.80 0.40
0.11 -0.25 0.14
0.07 0.14 0.29
0.17 0.26 -0.25
-0.36 0.09 0.22
0.25 -0.04 -0.48
0.18 0.24 0.63
0.22 -0.07 -0.31
0.48 -0.04 -0.11
0.16 -0.69 0.02
0.15 0.02 -0.03
0.04 0.71 -0.45
0.23 -0.05 0.86
-0.33 -0.05 -0.03
-0.21 0.08 0.27
0.24 -0.31 0.17
-0.21 -0.31 -0.14
-0.34 0.36 -0.11
-0.10 -0.21 -0.13
0.19 0.21 -0.49
0.00 -0.20 0.09
-0.05 0.16 -0.16
0.01 0.07 0.20
0.20 0.08 0.57
0.30 0.22 -0.24
-0.09 0.50 -0.07
0.22 -0.46 0.37
0.10 0.44 -0.46
0.05 0.41 1.42
0.62 0.72 -1.08
-0.46 -0.17 0.73
-0.36 -0.09 0.12
0.18 -0.15 -0.68
0.06 -0.17 -0.33
0.30 0.06 -0.77
-0.10 -0.07 0.06
0.42 0.62 0.09
-0.19 0.01 0.06

Total charge = +2
Spin multiplicity = 4
Strongest force on any atom = 0.1042 Eh/bohr
HOMO energy (alpha / beta) = -14.1 / -14.2 eV

***

Q: Among the records above, which one has the lowest strongest force on any atom?
A: C29H40HfN4OSSi3